[1]
A molecular structure, C16H25FIN4O2PtSi, computed with ωB97M-V/def2-TZVPD.

Last column: Mulliken charge in e.
Element x y z (Å)
Pt (0.18, -0.01, -0.33)  1.477
C (2.44, 1.53, -2.15)  -0.916
Si (3.01, -0.07, -1.26)  -0.012
C (2.41, -1.60, -2.24)  -0.923
C (4.91, -0.10, -1.18)  -1.226
N (2.09, -0.07, 0.24)  -0.330
C (2.42, -0.05, 1.54)  0.817
C (3.76, -0.04, 1.99)  -0.394
C (4.09, -0.01, 3.33)  -0.972
C (3.10, -0.01, 4.31)  -0.438
C (1.77, -0.02, 3.92)  -0.767
C (1.46, -0.05, 2.58)  0.427
F (0.13, -0.07, 2.26)  -0.330
H (2.88, 1.57, -3.14)  0.480
H (2.75, 2.42, -1.62)  0.143
H (1.35, 1.56, -2.27)  0.356
H (2.92, -1.64, -3.20)  0.357
H (1.34, -1.57, -2.45)  0.256
H (2.63, -2.53, -1.72)  0.309
H (5.30, -0.09, -2.19)  0.385
H (5.29, -0.99, -0.70)  0.382
H (5.32, 0.78, -0.69)  0.363
H (4.54, -0.04, 1.25)  0.207
H (5.13, -0.01, 3.62)  0.414
H (3.35, 0.01, 5.36)  0.394
H (0.97, -0.03, 4.64)  0.444
N (-0.23, 2.22, -0.01)  -0.706
C (-0.17, 3.37, 0.11)  0.480
N (-0.16, 4.65, 0.31)  -0.095
C (-1.23, 5.46, -0.27)  -0.660
C (-0.72, 6.08, -1.58)  -0.449
O (0.47, 6.80, -1.37)  -0.382
C (1.50, 5.99, -0.87)  -0.392
C (1.10, 5.36, 0.47)  -0.636
H (-1.46, 6.26, 0.45)  0.284
H (-2.10, 4.84, -0.45)  0.430
H (-1.45, 6.80, -1.97)  0.359
H (-0.57, 5.28, -2.32)  0.302
H (2.37, 6.64, -0.76)  0.374
H (1.74, 5.19, -1.59)  0.249
H (0.95, 6.14, 1.22)  0.274
H (1.87, 4.66, 0.81)  0.440
N (-3.88, -1.18, -0.51)  -0.364
C (-2.61, -1.09, -0.88)  0.885
O (-2.01, -0.02, -0.83)  -0.745
C (-1.93, -2.35, -1.36)  -0.929
I (-0.33, -2.82, 0.06)  0.165
H (-4.35, -0.36, -0.17)  0.253
H (-4.40, -2.04, -0.56)  0.211
H (-1.45, -2.17, -2.32)  0.315
H (-2.59, -3.21, -1.41)  0.435

## Properties
E: -48989.5425 eV
E_LUMO (alpha / beta): -0.15085 / -0.15084 Eh
molecular weight: 674.47 g/mol
net charge: +1
maximum force: 2.2 eV Å⁻¹
2S+1: 1

***

[2]
A single C16H25N3O4S molecule, computed with ωB97M-V/def2-TZVPD.

Last column: Mulliken charge in e.
Element x y z (Å)
C (-8.12, -1.84, -0.49)  -1.280
C (-6.98, -0.84, -0.50)  -0.296
C (-5.67, -1.46, -0.02)  -0.614
C (-4.52, -0.46, -0.02)  -0.619
H (-4.77, 0.39, 0.63)  0.345
H (-4.37, -0.07, -1.03)  0.334
C (-3.21, -1.09, 0.48)  -1.249
C (-2.10, -0.09, 0.47)  -0.003
C (-1.23, 0.04, -0.58)  0.596
N (-0.23, 0.97, -0.59)  -0.343
C (-0.09, 1.75, 0.42)  0.242
N (-0.89, 1.71, 1.50)  -0.061
C (-1.96, 0.79, 1.61)  0.427
O (-2.64, 0.81, 2.61)  -0.692
H (-0.75, 2.34, 2.28)  0.245
S (1.25, 2.87, 0.36)  -0.224
C (1.84, 2.50, -1.32)  -0.902
H (1.12, 2.89, -2.03)  0.404
C (2.04, 1.00, -1.58)  0.622
O (1.68, 0.49, -2.62)  -0.734
N (2.68, 0.35, -0.60)  0.051
H (3.02, 0.84, 0.22)  0.308
C (3.04, -1.04, -0.68)  -1.065
H (2.77, -1.40, -1.67)  0.387
H (2.48, -1.61, 0.08)  0.245
C (4.55, -1.20, -0.43)  0.521
C (4.97, -2.67, -0.33)  -0.758
H (4.31, -3.32, -0.89)  0.345
H (5.99, -2.79, -0.71)  0.337
C (4.93, -2.92, 1.18)  -0.571
H (5.59, -3.73, 1.49)  0.388
C (5.37, -1.57, 1.72)  -0.494
H (4.97, -1.34, 2.71)  0.299
H (6.47, -1.50, 1.76)  0.279
O (4.88, -0.59, 0.82)  -0.493
H (3.92, -3.15, 1.50)  0.244
H (5.09, -0.66, -1.22)  0.291
H (2.79, 3.02, -1.42)  0.437
O (-1.27, -0.74, -1.66)  -0.522
H (-0.53, -0.48, -2.24)  0.370
H (-3.36, -1.44, 1.50)  0.409
H (-2.95, -1.93, -0.17)  0.477
H (-5.41, -2.30, -0.67)  0.326
H (-5.80, -1.85, 0.99)  0.329
H (-6.84, -0.44, -1.51)  0.320
H (-7.23, 0.00, 0.15)  0.320
H (-9.04, -1.38, -0.84)  0.384
H (-7.89, -2.68, -1.15)  0.320
H (-8.28, -2.23, 0.51)  0.321

## Properties
SMILES string: CCCCCc1c(O)nc(SCC(=O)NC[C@@H]2CCCO2)[nH]c1=O
E: -40494.8820 eV
E_LUMO: 0.01673 Eh
molecular weight: 355.46 g/mol
net charge: 0
maximum force: 0.9 eV Å⁻¹
2S+1: 1